# 1
Formula: C4H4O2
Source: OMol25
Level of theory: the ωB97M-V functional and the def2-TZVPD basis

```
10
Properties=species:S:1:pos:R:3:forces:R:3:nbo_charge:R:1
O -3.200 0.049 -0.101 -1.07 0.03 0.02 -0.578
O 0.310 1.108 -0.003 -1.06 0.16 0.24 -0.448
C -0.643 0.224 0.043 -1.81 -1.68 0.41 0.305
C 1.617 0.561 -0.141 0.51 0.40 2.26 -0.258
C -1.007 -1.105 0.218 1.86 1.21 0.03 -0.354
C -2.051 -0.228 0.028 0.47 1.46 -0.33 0.510
H 1.458 -0.543 -0.097 1.12 0.83 -0.02 0.196
H -0.653 -2.082 0.438 0.13 -0.71 0.01 0.224
H 1.894 0.956 -1.083 1.01 -0.22 -1.02 0.200
H 2.276 1.061 0.698 -1.16 -1.49 -1.60 0.203
```
Forces are in eV/Å.

Results
**Orbital gap**: 9.88 eV
**Relative energy (zero: lowest compared OMol25 entry of this formula, charge and spin)**: 64.0 kcal/mol
**Spin multiplicity**: 1
**HOMO**: -0.339 Ha
**SMILES string**: COc1cc1=O

***

# 2
Formula: C8H24As2F12FeO4
Source: OMol25
Level of theory: the ωB97M-V functional and the def2-TZVPD basis

```
51
Properties=species:S:1:pos:R:3:forces:R:3:mulliken_spin:R:1
As 3.188 6.805 13.635 0.81 -0.94 0.93 0.002
As 8.254 1.516 12.219 1.77 0.85 -1.30 0.005
Fe 5.675 3.925 13.078 0.74 0.76 -0.24 3.810
F 7.507 0.669 10.920 -0.17 0.22 0.06 0.001
F 4.813 5.843 13.733 -0.86 0.42 -0.47 0.016
F 4.002 8.197 14.283 -0.24 -0.66 -0.58 0.001
F 9.819 0.951 11.701 -0.76 0.68 0.60 0.000
F 6.637 2.150 12.647 -0.53 -0.25 0.19 0.011
F 2.478 5.241 13.079 0.63 0.66 -0.07 0.000
F 3.587 7.258 12.015 -0.05 -0.40 0.54 0.001
F 1.655 7.487 13.600 -0.46 0.51 -0.17 0.000
F 8.381 2.976 11.170 -0.16 -0.76 0.46 0.001
F 8.031 0.183 13.242 -0.14 -0.03 0.56 0.001
F 2.968 6.223 15.261 -0.01 0.07 -0.34 0.001
F 8.848 2.554 13.529 -0.17 -0.93 -0.56 0.000
O 5.915 4.331 10.959 -0.11 0.51 1.56 0.051
O 5.971 3.584 15.136 0.92 -0.24 1.61 0.033
O 7.239 5.497 13.248 -1.91 -1.50 -1.33 0.025
O 3.870 2.944 13.289 0.40 0.35 0.22 0.034
C 9.200 6.970 12.919 0.95 -0.89 0.14 0.002
C 5.065 3.893 16.232 -3.07 0.21 -1.76 0.001
C 3.392 1.750 13.897 0.89 -1.61 0.41 0.001
C 3.889 3.771 9.914 -0.42 -1.10 -1.44 0.002
C 3.676 0.673 12.884 -1.35 0.76 -1.11 0.000
C 5.402 5.109 17.035 1.02 -0.09 0.92 0.002
C 5.020 4.785 9.935 -1.17 -0.75 1.93 -0.002
C 8.604 5.632 13.396 1.75 0.87 1.18 0.001
H 3.181 3.964 9.097 0.27 0.11 -0.09 0.000
H 4.642 5.364 17.814 0.42 -0.36 -0.87 0.001
H 6.345 4.894 17.577 -0.30 0.41 -0.13 0.000
H 4.083 4.092 15.696 1.11 -0.08 0.54 0.002
H 4.632 5.717 10.312 0.13 0.63 -0.27 0.000
H 10.303 6.938 13.125 -0.89 -0.06 -0.30 0.000
H 6.810 3.278 15.548 -0.53 0.25 -0.83 0.002
H 9.099 4.758 12.963 -0.27 0.37 -0.29 0.000
H 6.678 6.250 13.393 0.14 0.95 0.27 -0.002
H 5.556 5.960 16.368 -0.11 -0.01 0.17 0.000
H 6.634 3.795 10.649 0.83 -0.53 -0.51 -0.001
H 8.756 5.548 14.467 0.62 0.02 0.43 0.001
H 4.728 0.556 12.773 0.71 -0.45 -0.19 0.001
H 8.845 7.854 13.445 -0.39 -0.13 0.04 0.000
H 5.606 4.889 9.052 -0.04 0.10 -0.93 0.001
H 2.362 1.687 14.207 -0.60 1.02 -0.33 0.001
H 3.948 1.520 14.815 0.19 0.47 -0.11 0.000
H 9.055 7.073 11.850 0.00 0.20 -0.17 0.000
H 4.828 2.989 16.782 0.59 -0.17 0.41 0.002
H 4.371 2.785 9.667 -0.76 0.64 0.52 -0.001
H 3.248 1.051 11.925 0.45 -0.35 0.44 0.000
H 3.137 -0.238 13.079 0.16 -0.54 0.36 0.000
H 3.281 3.694 13.284 -1.22 0.58 0.19 -0.003
H 3.206 3.704 10.797 1.20 0.22 -0.31 0.001
```
Forces are in eV/Å.

Results
**Orbital gap (alpha / beta)**: 11.26 / 10.22 eV
**Spin multiplicity**: 5
**HOMO (alpha / beta)**: -0.410 / -0.375 Ha

***

# 3
Formula: C3H6O3P
Source: OMol25
Level of theory: the ωB97M-V functional and the def2-TZVPD basis

```
13
Properties=species:S:1:pos:R:3:forces:R:3:nbo_charge:R:1
P 1.166 0.284 -0.120 -2.47 -1.11 -1.17 2.218
O -2.897 0.373 0.507 0.23 0.06 0.53 -0.594
O 2.120 0.287 0.960 1.89 0.09 2.90 -1.178
O 1.509 0.996 -1.376 -0.84 0.16 -0.54 -1.166
C 0.700 -1.480 -0.465 1.80 -0.22 0.79 -1.051
C -1.814 0.689 0.054 0.01 -0.39 -1.21 0.427
C -0.540 0.971 0.700 2.42 1.72 1.84 -0.901
H 0.326 -1.611 -1.439 -1.00 -0.20 -1.14 0.215
H -1.715 0.701 -1.065 -0.02 0.24 0.28 0.090
H -0.452 0.914 1.868 -0.51 -0.37 -2.20 0.233
H 1.595 -2.118 -0.420 0.66 0.68 -0.49 0.226
H -0.213 2.052 0.497 -0.80 -1.13 -0.05 0.259
H 0.216 -2.057 0.301 -1.36 0.46 0.46 0.222
```
Forces are in eV/Å.

Results
**Orbital gap**: 9.11 eV
**Net charge**: -1
**Relative energy (zero: lowest compared OMol25 entry of this formula, charge and spin)**: 14.2 kcal/mol
**Spin multiplicity**: 1
**HOMO**: -0.188 Ha
**SMILES string**: C[P@](=O)([O-])CC=O

***

| no. | energy (eV) |
| --- | --- |
| 1 | -8304.302 |
| 2 | -205557.454 |
| 3 | -18642.195 |